# 1
Density functional theory data (ωB97M-V/def2-TZVPD) for the ion C9H16N3 with charge +1 at a distorted geometry.

Last column: natural (NBO) charge in e.
Element x y z (Å)
C -1.767 -0.947 -2.031  0.254
C 1.096 -1.340 1.099  0.314
C -0.532 -0.240 -1.827  -0.203
C 1.115 -0.318 0.066  -0.148
C -0.608 1.110 -1.246  0.152
C 1.630 0.950 0.926  -0.625
C 0.455 2.091 -1.718  -0.638
C -1.986 1.744 -0.911  -0.635
C -0.014 -2.778 2.601  -0.471
N -2.655 -1.685 -1.870  -0.269
N -0.242 -0.024 -0.387  -0.425
N 0.025 -1.725 1.662  -0.415
H 2.022 -1.841 1.436  0.243
H 0.097 -0.485 -2.615  0.248
H 1.729 -0.487 -0.788  0.247
H 2.794 1.028 1.114  0.250
H 1.318 0.844 1.961  0.225
H 1.403 1.900 0.443  0.260
H 0.262 3.034 -1.207  0.235
H 0.365 2.300 -2.750  0.244
H 1.482 1.664 -1.569  0.212
H -2.415 2.227 -1.886  0.246
H -1.762 2.683 -0.296  0.226
H -2.706 1.120 -0.330  0.251
H 0.901 -3.011 3.100  0.238
H -0.331 -3.819 2.193  0.258
H -0.788 -2.628 3.462  0.256
H -0.891 -1.367 1.369  0.470

As for the molecular weight: 166.2 g/mol. The value obtained for the gap between HOMO and LUMO is 9.4 eV. As for the charge: +1. The electronic energy comes out at -516.44986 a.u. For the relative energy (zero: lowest compared OMol25 entry of this formula, charge and spin), the calculation gives 4.7873 eV. The largest force on an atom comes out at 5.14 eV/Å. Its SMILES is C/[NH+]=C/[C@H](C)N1[C@@H](C#N)C1(C)C.


# 2
Density functional theory data (ωB97M-V/def2-TZVPD) for the ion C9H16N3O with charge +1 at a distorted geometry.

Last column: natural (NBO) charge in e.
Element x y z (Å)
C -2.348 1.067 -2.092  -0.067
C -1.692 2.236 -2.073  -0.068
C -0.487 0.788 -0.943  0.345
C -0.821 -1.433 1.064  -0.273
C -0.110 -0.979 2.322  -0.104
C 0.616 -0.058 -0.321  -0.098
C 1.262 0.470 1.030  0.114
C 1.889 1.839 0.701  -0.619
C 0.651 -2.580 -0.384  -0.404
N -1.547 0.137 -1.390  -0.546
N -0.544 2.071 -1.274  -0.507
N -0.088 -1.325 -0.256  -0.387
O 0.313 0.363 2.090  -0.510
H -3.285 0.999 -2.583  0.243
H -1.766 3.206 -2.490  0.233
H -1.330 -2.499 1.217  0.248
H -1.651 -0.786 0.765  0.246
H -0.860 -0.851 3.233  0.258
H 0.675 -1.701 2.546  0.188
H 1.282 -0.168 -1.111  0.233
H 2.072 -0.247 1.096  0.172
H 1.046 2.484 0.602  0.201
H 2.381 1.567 -0.315  0.228
H 2.524 2.199 1.598  0.266
H 1.003 -2.783 0.606  0.210
H 0.020 -3.353 -0.746  0.247
H 1.611 -2.244 -0.872  0.222
H -0.014 2.855 -1.011  0.432
H -0.801 -1.276 -1.009  0.496

As for the molecular weight: 182.2 g/mol. The value obtained for the gap between HOMO and LUMO is 10.3 eV. As for the charge: +1. The electronic energy comes out at -591.73096 a.u. For the relative energy (zero: lowest compared OMol25 entry of this formula, charge and spin), the calculation gives 3.3918 eV. The largest force on an atom comes out at 4.02 eV/Å. Its SMILES is C[C@H]1OCC[N@H+](C)[C@H]1c1ncc[nH]1.